(1)
# C45H53BrCl3CsN2O7P2SSi

C45H53BrCl3CsN2O7P2SSi as an isolated structure in a non-equilibrium geometry (ωB97M-V/def2-TZVPD, the OMol25 dataset).

```
116
Properties=species:S:1:pos:R:3:forces:R:3
Cs -3.40040 0.29282 -0.01162 0.7532 0.3491 0.1550
C -1.45408 -3.21067 4.49005 -0.0106 -0.0516 -0.0244
N -0.59761 -2.13515 3.99073 -0.2171 -0.0473 0.1213
P 0.67069 -2.53593 2.89323 0.1669 -0.0179 -0.0695
C -0.10792 -3.69653 1.70793 -0.0089 -0.0537 0.0235
C -0.53788 -3.12493 0.50958 -0.0599 0.0217 0.0134
C -1.22917 -3.88194 -0.42842 0.0196 -0.0771 -0.0706
C -1.47952 -5.22213 -0.18360 0.0295 -0.0261 0.0425
C -1.04626 -5.80755 1.00179 -0.0184 0.0171 -0.0202
C -0.37155 -5.04756 1.94340 0.0466 0.0132 0.0230
C 1.68235 -3.65328 3.93721 -0.0559 0.0141 0.0155
C 1.72099 -3.50446 5.32238 0.0226 -0.0090 0.0059
C 2.59010 -4.26264 6.09568 -0.0135 0.0222 -0.0065
C 3.44318 -5.17693 5.49553 0.0099 -0.0040 0.0033
C 3.42305 -5.32440 4.11454 0.0054 -0.0071 0.0134
C 2.55319 -4.56883 3.34412 -0.0088 0.0030 -0.0278
P -1.48734 -0.75530 3.33292 0.0951 0.1720 -0.1681
C -0.16732 0.49407 3.51362 0.0640 -0.0430 0.0710
C 0.08099 1.32340 2.42842 0.0263 0.0037 -0.0159
C 1.13390 2.23089 2.45341 0.0097 -0.0154 -0.0066
C 1.94197 2.31514 3.57344 0.0063 0.0147 -0.0123
C 1.71365 1.47808 4.66346 -0.0106 -0.0055 -0.0088
C 0.67349 0.56673 4.62862 -0.0111 0.0180 -0.0154
C -2.67084 -0.35655 4.67610 -0.0148 0.0135 0.0206
C -3.96384 -0.85012 4.50237 0.0141 0.0489 -0.0354
C -4.97430 -0.54209 5.39895 -0.0268 -0.0072 0.0177
C -4.70485 0.27780 6.48351 -0.0107 -0.0127 -0.0099
C -3.42914 0.79604 6.65728 0.0223 0.0065 -0.0071
C -2.42010 0.48711 5.75680 0.0141 -0.0377 0.0505
H -0.83304 -4.02656 4.86347 -0.0215 -0.0029 -0.0320
H -2.11808 -3.61758 3.71697 -0.0104 0.0097 -0.0048
H -2.06820 -2.84596 5.31382 0.0032 0.0261 0.0085
H -0.34953 -2.07515 0.30788 0.0341 0.0060 -0.0456
H -1.57349 -3.41649 -1.34285 0.2385 -0.2866 0.3822
H -2.01923 -5.81011 -0.91581 -0.0029 0.0077 -0.0059
H -1.24574 -6.85495 1.19573 0.0018 -0.0067 0.0036
H -0.04167 -5.50757 2.86773 0.0012 -0.0093 0.0147
H 1.05681 -2.78742 5.78942 0.0085 0.0113 0.0131
H 2.59930 -4.13481 7.17156 0.0049 -0.0051 0.0023
H 4.12240 -5.76785 6.09779 -0.0015 -0.0018 -0.0005
H 4.08893 -6.03114 3.63417 -0.0036 0.0009 -0.0005
H 2.54725 -4.69407 2.26733 -0.0098 0.0098 0.0004
H -0.49891 1.23322 1.51916 -0.0345 0.0253 -0.0327
H 1.33232 2.81823 1.56583 -0.0052 -0.0137 0.0253
H 2.77261 3.01101 3.58925 -0.0007 0.0002 0.0080
H 2.36351 1.52366 5.52980 -0.0008 0.0002 -0.0005
H 0.52428 -0.11814 5.45458 0.0108 -0.0186 0.0074
H -4.19144 -1.44589 3.62533 -0.0021 -0.0074 0.0076
H -5.97843 -0.90231 5.22064 0.0008 0.0139 -0.0136
H -5.49778 0.54429 7.17152 -0.0013 -0.0016 0.0014
H -3.22274 1.46651 7.48310 -0.0021 -0.0030 0.0045
H -1.44211 0.92984 5.88299 -0.0003 -0.0022 0.0080
Cl -7.02023 0.04200 -0.14031 -0.0346 0.0816 0.0471
C -6.74289 1.69877 0.49031 -0.0776 -0.0007 -0.0465
Cl -5.96340 2.64397 -0.80420 -0.1262 0.0491 0.0504
Cl -8.30952 2.44311 0.86949 0.0172 -0.0174 0.0077
C -5.81386 1.54122 1.79523 -0.1758 0.0771 0.1174
O -6.42035 1.17353 2.79593 -0.0177 0.0234 -0.0234
O -4.61241 1.72969 1.55005 -1.3507 1.4088 1.6738
C 2.80371 5.85191 -2.61255 0.0019 0.0109 0.0022
C 2.60473 4.81810 -1.50317 -0.0303 -0.0199 -0.0206
C 3.72389 4.92278 -0.46960 0.0110 0.0006 0.0076
C 1.25250 5.03567 -0.82774 -0.0027 0.0144 0.0394
O 2.72084 3.53567 -2.08808 -0.0379 -0.0395 0.0349
Si 1.55713 2.43577 -2.58375 0.0491 0.0852 -0.0478
S 0.64550 1.38743 -1.10744 -0.0618 -0.0317 0.0515
O 2.39655 1.56131 -3.72749 -0.0274 -0.0325 0.0248
C 3.60471 0.82080 -3.64161 -0.0390 0.0452 -0.0069
C 3.49850 -0.28364 -4.68808 0.0030 -0.0287 -0.0119
C 4.76153 1.76383 -3.97726 0.0200 -0.0236 0.0011
C 3.80820 0.21287 -2.25748 0.0149 -0.0289 0.0156
O 0.54367 3.37481 -3.51956 0.0951 0.0590 -0.0927
C -0.25456 3.01935 -4.63931 -0.0318 -0.0412 0.0995
C -0.79920 1.59852 -4.51115 -0.0155 -0.0307 -0.0306
C 0.59017 3.15356 -5.90528 -0.0112 0.0153 -0.0358
C -1.40511 4.02149 -4.66398 -0.0150 -0.0004 -0.0088
H 2.75284 6.87148 -2.21874 -0.0006 -0.0075 0.0054
H 2.02732 5.72035 -3.36734 -0.0055 -0.0068 0.0029
H 3.77631 5.70382 -3.08756 -0.0049 -0.0042 0.0042
H 3.74378 5.91188 -0.00369 -0.0087 -0.0020 -0.0057
H 4.68765 4.73821 -0.94914 -0.0026 -0.0006 -0.0008
H 3.57766 4.16817 0.30542 -0.0047 -0.0027 -0.0019
H 1.23551 6.01320 -0.33686 -0.0066 -0.0096 0.0004
H 1.06408 4.25630 -0.08906 0.0063 0.0238 -0.0274
H 0.44592 4.99352 -1.55979 -0.0012 -0.0086 -0.0194
H 3.40119 0.15695 -5.68361 -0.0144 0.0068 0.0010
H 2.61689 -0.89862 -4.49916 0.0145 0.0028 0.0132
H 4.38859 -0.91909 -4.67394 0.0085 0.0058 -0.0061
H 4.61744 2.18353 -4.97560 -0.0051 0.0040 0.0034
H 5.71756 1.23164 -3.95315 -0.0138 -0.0010 -0.0043
H 4.78618 2.58314 -3.25900 -0.0015 0.0065 0.0137
H 2.96369 -0.42053 -1.98725 0.0025 -0.0023 -0.0143
H 3.88571 0.99215 -1.49740 -0.0038 0.0137 -0.0052
H 4.72750 -0.38058 -2.24991 -0.0074 0.0008 0.0089
H 0.01163 0.86963 -4.55887 0.0064 0.0119 0.0090
H -1.50176 1.38711 -5.32251 0.0051 0.0076 -0.0026
H -1.30650 1.46943 -3.55405 -0.0030 0.0047 -0.0042
H 1.44181 2.47591 -5.85215 -0.0081 -0.0083 0.0158
H 0.96394 4.17674 -5.99647 -0.0037 -0.0029 0.0062
H -0.00507 2.91567 -6.79181 0.0060 0.0020 0.0005
H -2.00316 3.91909 -3.75732 0.0023 -0.0043 0.0054
H -2.04959 3.85977 -5.53184 0.0053 -0.0067 0.0024
H -1.00849 5.03867 -4.70283 0.0011 -0.0027 -0.0001
Br -1.81484 -4.82646 -6.92110 -0.0010 -0.0065 -0.0072
C -1.36941 -3.62177 -5.51291 -0.0043 0.0169 0.0266
C -0.11213 -3.04240 -5.49304 0.0036 -0.0159 -0.0232
N 0.26135 -2.19157 -4.54393 -0.0360 0.0099 0.0220
C -0.61969 -1.89606 -3.58470 -0.0046 0.0321 -0.0281
C -1.89920 -2.44567 -3.52673 0.0157 0.0555 -0.0941
C -2.28426 -3.33135 -4.52050 0.0013 -0.0062 0.0275
C -2.85576 -2.10178 -2.38070 -0.2359 0.2008 -0.3377
O -3.94645 -2.69432 -2.35549 0.0971 -0.0475 -0.0694
O -2.42712 -1.24684 -1.56530 0.9869 -1.8753 -1.8037
H 0.61173 -3.27262 -6.26771 -0.0018 0.0017 0.0038
H -0.30950 -1.18265 -2.82609 0.0146 -0.0087 0.0106
H -3.27587 -3.76243 -4.48196 -0.0003 -0.0068 -0.0047
```
Forces are in eV/Å.

Output
Kohn-Sham gap	6.21	eV
E	-7728.242705	hartree
total charge	-2
relative energy (zero: lowest compared OMol25 entry of this formula, charge and spin)	24.92	kcal/mol
HOMO level	-2.616	eV


(2)
# C45H54BrCsF6N6O3PSi

C45H54BrCsF6N6O3PSi as an isolated structure in a non-equilibrium geometry (ωB97M-V/def2-TZVPD, the OMol25 dataset).

```
118
Properties=species:S:1:pos:R:3:forces:R:3
Cs -0.05572 -0.75206 -0.59981 0.1344 -0.1856 -0.0181
O 2.40983 -4.49479 -2.54346 0.0184 0.2911 0.7906
C 2.49893 -4.61897 -3.79072 -1.5652 0.8534 -1.7828
C 3.09263 -5.73131 -4.44375 0.4695 -0.2665 1.2503
C 3.17230 -5.81437 -5.80943 0.7848 -0.2969 -0.3784
C 2.79799 -4.76575 -6.61113 -0.9122 1.6263 -0.0852
C 2.07650 -3.64978 -6.04749 -0.5657 -0.8627 -0.8877
C 1.76780 -3.60885 -4.70635 1.1639 -2.3008 0.4202
C 0.62160 -2.90872 -4.05115 -0.2066 1.3907 0.6563
O 1.03896 -2.40701 -2.81192 -0.0652 0.3888 -0.0719
N 0.04244 -1.78754 -4.91583 0.9729 0.3535 1.5436
N -0.21631 -0.58821 -4.44317 -1.5903 0.8544 -1.9065
C -0.66503 0.32377 -5.35599 2.1473 -3.7300 -0.1071
C -1.34478 1.51546 -5.07337 -0.8895 2.6591 -0.0716
Br -1.26983 2.12902 -3.24456 0.1053 -0.2684 0.0995
C -2.02660 2.35531 -5.92404 1.2443 -2.4897 -0.0770
C -2.60400 3.65668 -5.61806 -0.9290 0.5543 -1.4466
C -1.82032 4.78659 -5.45217 -0.0929 0.4523 1.8669
C -2.43202 6.01138 -5.04044 0.5660 -0.7884 -0.5996
C -3.81104 6.13362 -5.05039 -0.9791 -0.2149 -0.0502
C -4.60097 5.01266 -5.32033 -0.1919 -0.9761 -0.7016
C -3.99633 3.81389 -5.71526 0.2017 0.7364 1.4397
H 1.65207 -3.16584 -2.46398 -0.1010 -0.0013 -0.1562
H 3.57734 -6.51240 -3.81734 -0.6663 0.6128 -0.3614
H 3.61643 -6.71791 -6.25045 -0.1108 0.4443 0.0801
H 2.98344 -4.77698 -7.67079 -0.0436 -0.0589 -0.2545
H 1.58058 -2.94283 -6.76413 0.6391 -0.5634 0.6410
H -0.26544 -3.53568 -3.81410 0.4525 -0.2866 -0.6394
H -0.13400 -2.02597 -5.87952 -0.0469 0.1934 -0.2524
H -0.40539 0.02803 -6.42283 -0.9173 0.6727 1.0004
H -2.17697 1.94531 -6.94412 0.0797 0.3595 0.6052
H -0.74739 4.55597 -5.41157 -0.3360 0.7783 0.0032
H -1.85795 6.84772 -4.66408 0.3080 0.0504 -0.4563
H -4.36037 7.07660 -4.93676 0.6442 -0.2027 0.4879
H -5.70306 4.98766 -5.21934 0.7352 0.5058 -0.3015
H -4.59161 2.95031 -5.91923 -0.3495 -0.4022 -0.0871
C 1.71248 -2.69198 1.90144 -0.7095 0.2384 0.6693
Si 3.22347 -2.60194 2.90162 -1.4398 0.1457 -0.7744
C 2.87578 -2.49575 4.82933 0.3093 -0.4233 -2.2348
N 1.85409 -1.55322 5.11967 -1.3240 0.7428 1.2327
C 0.40550 -1.81728 4.93706 2.1109 -1.2467 -0.9104
C -0.29684 -0.72333 4.16529 -2.0528 -0.6192 -0.7615
C -0.06684 0.71044 4.73968 -0.8785 -2.3615 1.3286
C 1.07793 0.67970 5.73665 0.6635 1.7219 -0.5020
C 2.24894 -0.17447 5.19051 -0.2920 0.0010 1.9636
C 4.15004 -0.95102 2.43589 2.1142 -1.2820 0.0598
C 3.71075 -0.13941 1.39946 1.1827 2.5054 0.5398
C 4.35064 1.12143 1.11375 0.7577 -0.4975 -0.1574
C 5.60443 1.36408 1.71284 -1.3922 1.5380 -0.4943
C 6.08510 0.51549 2.67704 0.2879 -0.5265 0.5178
C 5.43845 -0.66557 3.00561 -1.1354 0.5238 -0.3886
C 4.51297 -3.99896 2.63799 0.4524 0.9242 -0.5208
C 5.63484 -3.73466 1.81578 -0.7252 1.2583 1.0996
C 6.58525 -4.69049 1.59269 1.7890 -1.0164 -0.7734
C 6.48909 -5.96996 2.16237 0.1185 0.0634 0.3819
C 5.41769 -6.19294 3.03340 0.7969 -0.5831 -1.3381
C 4.41913 -5.27188 3.18521 -1.1788 0.1963 0.2836
H 0.67968 -2.88270 2.30374 1.1456 0.0150 -0.2673
H 1.73446 -2.80537 0.81154 0.2881 -0.2582 0.2423
H 3.79236 -2.12707 5.29421 0.1294 -0.5216 0.3830
H 2.59147 -3.52208 5.09995 0.2528 0.2478 0.5352
H 0.01768 -1.87376 5.91252 -1.0799 -0.2012 1.4851
H 0.34472 -2.86640 4.49861 -0.2587 1.4984 0.1807
H -1.40810 -0.97315 4.09091 1.1275 0.3058 0.4859
H -0.02169 -0.80847 3.10979 0.5277 0.2545 0.1547
H -1.00233 1.09824 5.19530 0.5314 0.0812 -0.4159
H 0.26699 1.23241 3.91395 0.3417 1.8354 -1.6673
H 0.71189 0.39289 6.73281 0.4402 -0.3221 -0.2463
H 1.47532 1.74248 5.84057 -0.4299 -1.1088 0.0632
H 3.06067 0.03266 5.97781 -0.4428 -0.7389 -1.2556
H 2.58320 0.11371 4.19994 0.2479 0.9624 -0.1899
H 2.85145 -0.42736 0.86489 -1.1883 -0.2627 -0.3567
H 3.97530 1.94893 0.43913 0.1380 -1.5171 0.5030
H 6.14301 2.31791 1.51547 -0.4906 -0.7508 0.1043
H 6.93104 0.84407 3.25345 0.6346 -0.2232 -0.0494
H 5.95896 -1.34066 3.68821 -0.5504 0.0619 0.0827
H 5.77627 -2.68106 1.48594 -0.0321 -1.0934 -0.1285
H 7.48252 -4.45160 0.98073 -0.7800 -0.1786 0.3012
H 7.21806 -6.79466 1.96007 -0.5935 1.0344 0.1926
H 5.28640 -7.15924 3.45551 -0.0118 -0.7552 0.3930
H 3.49178 -5.63417 3.65991 0.4646 0.5737 0.1315
C -4.61637 4.37322 2.42889 -0.3647 1.9743 0.9032
N -4.53092 4.83833 0.91028 -0.4559 0.1241 0.7246
C -3.60706 6.00204 0.83321 1.2769 0.9731 0.0066
N -2.31688 5.75786 1.45378 -1.7325 0.2941 -0.3120
C -2.51056 5.32522 2.81421 -0.7100 1.3589 1.8220
N -3.33318 4.12893 3.00662 -0.0070 0.4937 -1.4158
C -2.64304 2.96113 2.38843 -1.3340 -1.2593 0.8001
P -2.37961 3.05866 0.53124 0.4319 0.8938 0.2232
C -4.02669 3.79844 0.00111 -1.7779 -2.8123 0.3120
C -1.56596 4.77563 0.71408 1.2108 -1.2744 -0.1034
H -5.29452 3.56474 2.63279 -0.1645 -0.7737 -0.9565
H -5.15151 5.26455 2.90590 1.0919 -0.8951 -0.4242
H -5.45620 5.22176 0.64131 0.4437 -0.7426 0.0436
H -4.13877 6.83944 1.25581 0.0500 0.3497 0.6116
H -3.41353 6.26953 -0.20822 -0.2896 -0.3688 -0.0977
H -3.02337 6.15198 3.38231 0.4122 -0.5962 -0.5730
H -1.55823 5.18626 3.31228 0.2544 -0.1871 -0.1304
H -3.25956 2.05225 2.65166 0.6732 0.7441 -0.4448
H -1.69116 2.83130 2.93934 -0.2907 0.0129 -0.5837
H -4.83236 2.98912 -0.03112 1.2006 0.6967 0.1622
H -4.01888 4.16402 -1.00976 0.4185 0.3951 -0.4464
H -1.20297 5.12817 -0.25932 -0.2518 0.1815 0.2135
H -0.68694 4.60478 1.35622 0.0825 -0.1403 -0.5776
C -4.27348 -2.42732 -1.75937 -0.9481 1.1581 -0.6670
C -3.80117 -1.38833 -0.69241 -0.9813 1.4328 1.6602
O -2.82186 -0.53154 -0.94023 0.6705 -0.8330 -0.9420
C -3.40923 -2.24674 0.59396 0.9288 -0.9547 0.1832
F -2.87875 -1.49927 1.61463 -0.6089 -0.7261 -0.7908
F -2.39364 -3.09481 0.18170 -0.5838 0.7898 0.4794
F -4.33655 -3.09952 1.15028 0.4208 1.0824 -0.4284
C -4.96048 -0.34685 -0.23723 0.6868 -2.3534 -0.3022
F -5.33289 0.47469 -1.25015 0.1790 -0.1101 0.8514
F -4.47941 0.40913 0.80576 -1.0770 0.0654 -0.7762
F -6.08704 -0.99084 0.18909 -0.0025 0.8375 0.1577
H -3.48116 -3.14630 -1.95564 0.0880 0.2112 -0.0941
H -4.50404 -1.81791 -2.67790 0.3689 -0.7449 0.6934
H -5.19977 -3.00061 -1.50478 0.7160 0.5791 0.1440
```
Forces are in eV/Å.

Output
Kohn-Sham gap	2.47	eV
E	-6125.359604	hartree
total charge	-1
relative energy (zero: lowest compared OMol25 entry of this formula, charge and spin)	76.95	kcal/mol
HOMO level	-2.400	eV